Entry 1:
Computed, not measured: 13 unconnected molecules or ions with the total composition H26O13 at a distorted geometry, with the ωB97M-V functional and the def2-TZVPD basis.

Each line ends with the Löwdin charge.
Geometry (Å):
1 O -2.1690 2.7639 1.3468  -0.0638
2 H -1.1936 2.5667 0.9461  0.0730
3 H -2.1243 3.3164 2.0320  -0.0465
4 O 1.9559 0.7397 1.9006  -0.0464
5 H 2.7641 1.1412 1.8863  0.0067
6 H 1.4381 1.5189 1.4983  0.0727
7 O -1.1425 -0.5160 -2.6639  -0.0748
8 H -0.6158 -0.7267 -3.4824  0.0952
9 H -1.8033 0.0910 -3.0854  0.1172
10 O 1.7072 -0.4393 -3.1554  -0.0238
11 H 1.7176 -0.6107 -2.2517  -0.0162
12 H 2.6530 -0.3329 -3.2251  0.0621
13 O -1.8892 -1.6844 2.7790  -0.0744
14 H -1.2901 -1.8396 3.4963  0.0260
15 H -1.2775 -2.0540 2.0811  0.0059
16 O -0.0589 0.2143 -0.1398  -0.0601
17 H -0.4387 0.3388 -1.1399  0.1246
18 H -0.6151 -0.2038 0.4393  -0.0117
19 O 0.4268 2.6869 0.5082  -0.0516
20 H 0.2784 1.9909 -0.1121  -0.0033
21 H 0.5123 3.4596 -0.0864  0.1095
22 O 0.9794 -1.6513 3.1919  -0.0926
23 H 1.1639 -0.7987 2.5763  0.0839
24 H 1.5379 -1.6028 3.9487  0.0198
25 O 0.8172 2.3107 -3.3921  -0.0255
26 H 0.9756 1.3358 -3.1219  0.0427
27 H 1.1636 2.5345 -4.1415  -0.0793
28 O -0.3638 -2.7554 0.8947  -0.0576
29 H 0.5627 -2.3545 0.9926  0.0853
30 H -0.6274 -2.7727 -0.0156  -0.0039
31 O -1.6690 -2.8197 -1.6367  -0.0259
32 H -2.6194 -2.8071 -1.6742  0.0577
33 H -1.2965 -2.1324 -2.1476  -0.0398
34 O -3.3344 0.0661 1.6886  -0.0836
35 H -2.9839 0.9610 1.8074  -0.0145
36 H -2.7157 -0.4982 2.1237  -0.0806
37 O 3.1784 -0.0873 -0.5460  -0.0954
38 H 2.6153 -0.0231 0.3102  0.0399
39 H 3.7810 0.6739 -0.4306  0.0489

max |F| = 0.189 Eh/bohr
Kohn-Sham gap = 9.147 eV
relative energy (zero: lowest compared OMol25 entry of this formula, charge and spin) = 76.4 kcal/mol
HOMO energy = -9.360 eV

Entry 2:
Computed, not measured: 13 unconnected molecules or ions with the total composition H26O13 at a distorted geometry, with the ωB97M-V functional and the def2-TZVPD basis.

Each line ends with the Löwdin charge.
Geometry (Å):
1 O 21.3920 16.2080 9.7740  -0.0644
2 H 21.5500 15.6490 9.0050  0.0794
3 H 21.0540 17.0030 9.3300  0.0077
4 O 23.2840 21.3910 9.2080  -0.0020
5 H 23.7690 21.0680 9.9210  -0.0049
6 H 22.4100 21.1320 9.4440  -0.0083
7 O 23.7420 17.9490 9.9720  -0.0417
8 H 23.0070 18.2060 9.4000  0.0265
9 H 23.7050 17.0070 10.0210  0.0104
10 O 17.3490 19.0100 9.6700  -0.0238
11 H 16.7820 18.8560 8.9350  0.0618
12 H 17.2290 19.9130 9.9290  0.0671
13 O 15.9460 16.3470 10.0650  -0.0740
14 H 16.9100 16.4020 10.1970  -0.0338
15 H 16.0910 16.4220 9.0730  0.0682
16 O 16.0680 18.4790 12.1100  -0.0815
17 H 16.7460 18.4540 11.3850  -0.0126
18 H 16.0890 17.5760 12.4270  0.0218
19 O 19.7070 16.9270 7.2840  -0.0050
20 H 19.8050 17.5530 7.9710  -0.0317
21 H 19.3660 16.1510 7.6990  0.0153
22 O 21.4390 19.9240 11.3430  -0.0108
23 H 21.2140 20.8020 11.1690  0.0495
24 H 22.2470 19.7950 11.8650  0.1053
25 O 19.2380 20.8610 8.4840  -0.0792
26 H 18.3250 21.0090 8.2390  0.0155
27 H 19.2520 19.9260 8.8010  -0.0122
28 O 18.8200 19.5080 12.6020  -0.0143
29 H 19.7450 19.6980 12.5110  -0.0071
30 H 18.7190 18.6940 13.0330  0.0090
31 O 21.4680 16.9370 12.4210  -0.0459
32 H 21.6230 16.1670 12.9660  0.0420
33 H 21.5550 16.7100 11.4920  -0.0300
34 O 18.5820 16.4180 10.7040  -0.0098
35 H 19.3410 16.0020 11.0560  0.0372
36 H 18.5600 15.9780 9.8690  0.0423
37 O 19.9800 18.5400 9.6840  -0.1181
38 H 19.2350 18.1360 10.1530  0.0200
39 H 20.6130 18.9200 10.3550  0.0320

max |F| = 0.062 Eh/bohr
Kohn-Sham gap = 9.917 eV
relative energy (zero: lowest compared OMol25 entry of this formula, charge and spin) = 62.5 kcal/mol
HOMO energy = -10.330 eV

Entry 3:
Computed, not measured: 13 unconnected molecules or ions with the total composition H26O13 at a distorted geometry, with the ωB97M-V functional and the def2-TZVPD basis.

Each line ends with the Löwdin charge.
Geometry (Å):
1 H -1.1606 0.7405 0.3766  0.0052
2 H 0.1881 0.0746 0.5949  0.0510
3 H 2.5866 0.9005 2.6934  0.0168
4 H 3.5938 0.1667 1.8233  0.0342
5 H 3.9448 -0.8470 -1.6182  0.0073
6 H 3.3573 -0.0723 -2.7864  0.0114
7 H -2.8646 2.3567 -1.0556  0.0480
8 H -3.8784 1.4937 -0.3226  0.0291
9 H -3.7084 -2.4318 0.6068  0.0206
10 H -2.3212 -1.8677 0.8669  0.0126
11 H 2.2454 2.9892 0.9716  0.0134
12 H 3.3863 3.6946 1.6863  0.0394
13 H -5.3365 -1.3945 -0.3074  0.0292
14 H -5.2879 0.1184 -0.1702  0.0097
15 H -1.3162 -1.3608 -0.5930  -0.0414
16 H -0.7284 -2.3479 -1.5881  0.0234
17 H 1.2258 1.6439 -1.7836  0.0072
18 H 0.4492 1.2375 -3.0253  0.0501
19 H 0.3195 -2.8871 0.1514  0.0287
20 H 1.0712 -4.2078 0.1247  0.0565
21 H -0.5545 0.4965 3.4432  0.0451
22 H -1.4443 1.5960 2.8870  0.0481
23 H -0.6466 3.3265 -0.8859  0.0309
24 H 0.3359 3.2811 -2.0447  0.0146
25 H 2.9833 -2.4398 0.8466  0.0110
26 H 3.7823 -3.4271 0.0117  0.0373
27 O -0.5491 0.1129 -0.0249  -0.0710
28 O 3.0598 0.0641 2.6191  -0.0486
29 O 3.4957 -0.9694 -2.4622  -0.0664
30 O -2.9404 1.7148 -0.3407  -0.0258
31 O -2.8127 -2.6966 0.8446  -0.0402
32 O 2.5461 3.8631 1.2451  -0.0510
33 O -5.8613 -0.6406 -0.0154  -0.0344
34 O -1.2911 -1.5673 -1.5341  -0.0791
35 O 0.9999 0.8766 -2.3214  -0.0387
36 O 1.1033 -3.3081 -0.2194  -0.0344
37 O -1.2240 0.6650 2.7706  -0.0434
38 O -0.5514 3.5767 -1.8118  -0.0395
39 O 3.8034 -2.5237 0.3472  -0.0669

max |F| = 0.027 Eh/bohr
Kohn-Sham gap = 9.458 eV
relative energy (zero: lowest compared OMol25 entry of this formula, charge and spin) = 88.4 kcal/mol
HOMO energy = -10.029 eV

Entry 4:
Computed, not measured: 13 unconnected molecules or ions with the total composition H26O13 at a distorted geometry, with the ωB97M-V functional and the def2-TZVPD basis.

Each line ends with the Löwdin charge.
Geometry (Å):
1 O 2.0046 0.4865 -3.0650  0.0022
2 H 2.5364 0.8547 -3.7872  0.0835
3 H 2.3580 0.9351 -2.3563  0.0155
4 O -1.2236 -1.6589 -1.5963  -0.0046
5 H -1.9946 -1.9066 -2.1458  0.0919
6 H -0.6314 -2.2968 -1.7654  -0.0166
7 O -2.8613 -1.9849 0.5849  -0.0868
8 H -2.3167 -1.6899 1.3149  0.0042
9 H -2.5433 -1.6142 -0.2791  0.0007
10 O -2.2972 2.6549 1.0929  0.0177
11 H -2.5489 2.2829 0.2967  -0.0308
12 H -2.7927 3.3751 1.3554  0.0158
13 O 2.0173 -1.2592 1.8080  -0.0761
14 H 2.6354 -1.8346 1.5951  -0.0082
15 H 2.1134 -0.9619 2.8845  0.2405
16 O -0.0338 -2.8672 0.9675  0.0848
17 H 0.2171 -3.7358 0.7093  0.0726
18 H 0.5158 -2.4439 1.4045  -0.1331
19 O 1.6743 -1.3325 -0.4898  0.0025
20 H 1.3869 -1.9715 0.1504  0.0089
21 H 2.4094 -1.7391 -0.7602  0.0147
22 O -0.5650 1.4293 -2.6429  -0.1074
23 H 0.4561 1.2048 -2.6792  0.0698
24 H -0.6583 2.3947 -2.9277  0.1089
25 O -0.4245 -0.1278 3.0860  -0.0073
26 H -0.6433 -0.3755 2.2002  -0.0130
27 H -0.9151 0.6266 3.2415  0.0008
28 O 0.5235 3.0368 0.7602  -0.0842
29 H -0.4199 3.1155 0.7512  -0.0371
30 H 0.3545 2.1225 0.5304  -0.0468
31 O -2.4664 0.8960 -1.0680  -0.0593
32 H -3.3168 0.9022 -1.4239  0.0327
33 H -1.8209 0.9549 -1.8179  -0.0020
34 O 3.0843 0.8453 1.3294  -0.1408
35 H 3.9791 0.7115 1.8355  0.0806
36 H 2.4228 0.1063 1.4061  -0.0551
37 O -0.0489 0.4857 0.2145  -0.0529
38 H 0.5967 -0.0948 -0.3713  0.0755
39 H -0.7628 0.4735 -0.3429  -0.0613

max |F| = 0.240 Eh/bohr
Kohn-Sham gap = 8.957 eV
relative energy (zero: lowest compared OMol25 entry of this formula, charge and spin) = 146.2 kcal/mol
HOMO energy = -9.154 eV

Entry 5:
Computed, not measured: 13 unconnected molecules or ions with the total composition H26O13, with the ωB97M-V functional and the def2-TZVPD basis.

Each line ends with the Löwdin charge.
Geometry (Å):
1 O -0.7845 2.0585 -1.6638  -0.0589
2 H -1.7223 2.1174 -1.8700  0.0609
3 H -0.5854 1.1065 -1.6979  0.0105
4 O 3.0466 -0.7766 -0.7446  -0.0436
5 H 2.3387 -1.0185 -0.1376  -0.0073
6 H 3.7321 -0.4175 -0.1740  0.0462
7 O 2.0762 -1.4761 2.0807  -0.0506
8 H 1.9501 -1.7542 2.9936  0.0632
9 H 1.9331 -0.5150 2.0964  0.0097
10 O -0.7316 -0.0935 0.5905  -0.0447
11 H -0.5419 -1.0440 0.5897  -0.0008
12 H 0.1293 0.3272 0.6997  0.0045
13 O 2.5051 2.1970 -1.6889  -0.0530
14 H 2.3739 2.9268 -1.0756  0.0152
15 H 2.1700 1.4205 -1.2292  -0.0085
16 O -2.4079 0.7535 3.4913  -0.0578
17 H -1.7793 0.7861 2.7629  0.0002
18 H -2.3294 -0.1371 3.8435  0.0273
19 O 0.4552 3.4388 0.4061  -0.0611
20 H -0.0913 3.0478 -0.3075  0.0123
21 H 0.1030 4.3235 0.5323  0.0694
22 O -2.8624 2.6926 0.6379  -0.0552
23 H -2.1296 2.0918 0.4549  -0.0117
24 H -3.6239 2.1155 0.7461  0.0414
25 O 1.7246 1.3347 1.5968  -0.0670
26 H 2.3428 1.6103 2.2804  0.0679
27 H 1.4631 2.1671 1.1514  0.0142
28 O 0.1894 -2.7962 0.5044  -0.0544
29 H 0.7744 -2.8668 1.2699  0.0408
30 H -0.3491 -3.5969 0.5027  0.0695
31 O -2.7134 -1.7908 -1.6912  -0.0495
32 H -2.2069 -2.5967 -1.8451  0.0078
33 H -2.2687 -1.3318 -0.9700  0.0220
34 O -0.5082 -3.7743 -2.0856  -0.0430
35 H 0.0757 -3.3555 -1.4430  0.0069
36 H 0.0100 -4.5024 -2.4425  0.0620
37 O -0.5304 -0.5061 -2.7814  -0.0462
38 H -1.3415 -1.0147 -2.9073  0.0251
39 H 0.1146 -1.1507 -2.4761  0.0362

max |F| = 0.010 Eh/bohr
Kohn-Sham gap = 10.319 eV
relative energy (zero: lowest compared OMol25 entry of this formula, charge and spin) = 22.7 kcal/mol
HOMO energy = -10.664 eV

Entry 6:
Computed, not measured: 13 unconnected molecules or ions with the total composition H26O13 at a distorted geometry, with the ωB97M-V functional and the def2-TZVPD basis.

Each line ends with the Löwdin charge.
Geometry (Å):
1 O 2.3080 -0.1965 -1.9525  -0.1612
2 H 2.4870 -1.1655 -2.2841  0.0800
3 H 3.3253 0.0646 -2.1839  0.1152
4 O -0.4919 -1.3584 0.0920  -0.1313
5 H -0.8948 -1.9700 -0.6435  0.0125
6 H -0.3634 -0.5140 -0.4341  0.0556
7 O -2.9734 1.3015 -1.2037  -0.1091
8 H -2.9702 1.1287 -0.2194  0.0475
9 H -2.1657 1.8780 -1.4493  0.1037
10 O 0.5538 3.1257 -1.7096  -0.0125
11 H 0.9597 3.8749 -1.3849  -0.0155
12 H 1.0794 2.3655 -1.6698  -0.0152
13 O -1.7947 1.5343 1.0116  0.0012
14 H -1.1099 1.0979 1.4492  0.0089
15 H -1.2887 2.2891 0.7649  0.0497
16 O -1.2309 -1.6835 2.6019  -0.0276
17 H -0.4033 -1.2937 2.8752  0.0239
18 H -1.6689 -1.0846 2.0594  -0.0306
19 O 2.2379 -2.2952 1.2006  -0.0772
20 H 2.8781 -2.0436 0.5294  0.0250
21 H 1.4520 -2.2687 0.5747  0.0441
22 O 1.7012 1.8845 2.7359  -0.0058
23 H 1.6808 0.9882 2.9316  -0.0019
24 H 2.1737 2.4997 3.2503  0.0464
25 O -1.5082 -3.2770 -1.2995  -0.1013
26 H -2.3894 -3.6489 -1.1411  0.0684
27 H -0.7401 -3.9729 -1.0674  0.1550
28 O -1.3459 -0.5762 -3.0575  -0.0092
29 H -1.3417 -0.6379 -2.1346  -0.0552
30 H -1.7520 -1.3063 -3.4513  0.0135
31 O 3.4134 -0.1897 2.6247  -0.0048
32 H 3.3525 0.0089 1.7429  -0.0139
33 H 3.1728 -1.0909 2.7066  0.0089
34 O -3.2619 -1.2905 -1.4610  -0.1328
35 H -4.1434 -1.2870 -0.9912  0.0751
36 H -3.1300 -0.2878 -1.5451  0.0029
37 O 2.1404 3.0604 0.3869  -0.0162
38 H 2.1342 3.6593 1.0542  -0.0180
39 H 1.6835 2.4030 0.9014  0.0020

max |F| = 0.112 Eh/bohr
Kohn-Sham gap = 10.308 eV
relative energy (zero: lowest compared OMol25 entry of this formula, charge and spin) = 109.5 kcal/mol
HOMO energy = -10.466 eV